# C47H115F4N5O12P2S4

A cluster of 8 separate species, C47H115F4N5O12P2S4 in total in a non-equilibrium geometry (the ωB97M-V functional and the def2-TZVPD basis, the Open Molecules 2025 dataset).

Computed properties:
strongest force on any atom	11.39	eV Å⁻¹
DFT total energy	-155380.38344	eV
lowest unoccupied orbital energy	-0.185	Ha
charge	+2
HOMO-LUMO gap	2.434	eV

Element x y z (Å)
1 S 2.357485 -3.307465 7.272794
2 S -5.850661 -10.262745 7.894362
3 S -6.154126 -8.035863 7.008623
4 S 4.036357 -4.857343 8.128428
5 P 2.249632 -8.992934 0.960175
6 P 7.338828 7.266832 -4.913688
7 F 4.030912 -6.383877 8.765503
8 F -6.557831 -6.486655 7.347868
9 F -4.923450 -10.639194 9.113660
10 F 1.094546 -3.783619 6.442908
11 O -7.406371 -8.446052 6.390867
12 O -5.060312 -10.804536 6.833362
13 O 4.939709 -4.986932 6.947126
14 O -14.629004 0.853624 5.276773
15 O 1.741535 -2.254975 8.075171
16 O -4.896959 0.878098 1.049843
17 O -5.016873 -7.793893 6.148780
18 O 4.545954 -4.151058 9.328413
19 O -3.182205 6.728577 5.193574
20 O -7.141692 -10.894412 8.269240
21 O -6.399341 2.337825 -7.937516
22 O 3.234781 -2.902501 6.187880
23 N -11.542595 1.682102 3.176600
24 N -7.980053 3.450777 -4.740924
25 N -5.356858 7.028629 2.671455
26 N 2.551461 -4.865225 7.979847
27 N -5.770191 -8.578039 8.276852
28 C 9.019131 7.218639 -5.810414
29 C -4.933635 8.759486 4.406064
30 C -4.230715 -0.337314 1.034786
31 C 4.942158 -9.501889 1.005505
32 C 2.127760 -11.712001 4.166583
33 C -2.981268 -8.643171 0.368197
34 C 5.007331 -5.228141 0.762829
35 C 1.369703 -13.098253 4.046808
36 C 5.208474 6.520867 0.007945
37 C -1.748216 -9.192987 -0.240448
38 C -11.667593 0.478385 5.454038
39 C 10.438851 8.115849 -7.746735
40 C 3.084098 -6.534584 -0.347670
41 C 3.480505 4.646431 -4.876284
42 C 7.496406 6.653893 -3.201371
43 C 6.459393 6.049840 -0.853825
44 C 6.298977 6.761152 -2.273700
45 C -2.808269 -0.382096 1.523922
46 C 10.597771 9.474671 -7.190220
47 C -3.672503 5.298769 5.327665
48 C 3.620449 -10.011870 0.459250
49 C 6.150225 -9.938077 0.100416
50 C 1.732656 -10.906337 2.922845
51 C -4.274422 7.994206 3.239259
52 C -5.048958 -1.435269 1.665934
53 C -7.970563 2.926213 -6.160929
54 C 9.071718 7.505381 -7.341953
55 C -8.667826 3.945924 -7.031150
56 C -6.544495 2.661116 -6.531751
57 C 3.473334 5.854818 -5.734075
58 C 7.899447 9.995137 -3.931587
59 C -13.814756 1.212990 4.119352
60 C 7.592111 -9.563025 0.455930
61 C -12.286696 0.668922 4.083310
62 C 4.591693 6.872630 -5.419241
63 C -14.780359 -0.565037 5.427459
64 C 6.028457 6.373945 -5.774630
65 C 2.185635 -9.491267 2.696670
66 C 8.673460 12.237757 -5.034508
67 C 7.715343 11.523063 -4.043416
68 C 3.748064 -5.171815 -0.078040
69 C -5.307881 1.415998 -8.214754
70 C -3.020886 7.207670 3.762361
71 C 0.788250 -9.293021 -0.164263
72 C 7.015901 9.056081 -4.933678
73 C -0.494579 -8.711133 0.487871
74 C 2.711367 -7.272609 0.914640
75 H 3.663970 5.637483 -6.785058
76 H 0.973496 -9.021888 -1.203627
77 H 11.328790 10.078790 -7.727566
78 H 3.214058 -11.800203 4.183206
79 H 9.690894 12.029720 -4.703373
80 H 1.850958 -11.074681 5.006411
81 H 6.221290 5.314682 -5.604662
82 H -6.192338 7.002538 3.238368
83 H -2.706898 6.387305 3.116962
84 H 8.544411 11.840796 -6.041426
85 H -2.763624 -0.089661 2.573004
86 H -4.541210 -2.354358 1.373387
87 H 3.600514 -9.787287 -0.607181
88 H 5.958267 7.795743 -2.233281
89 H -2.887084 4.588383 5.585654
90 H -4.355374 5.283056 6.177108
91 H -4.019870 -0.450960 -0.028583
92 H 0.710170 -10.373244 -0.041356
93 H -14.310031 0.795564 3.242683
94 H 8.410041 13.295439 -5.036963
95 H -4.314915 1.857907 -8.132034
96 H 3.933626 -4.793254 -1.083193
97 H 10.377664 8.086805 -8.834628
98 H 0.662992 -10.910369 2.713281
99 H -12.467034 0.246477 6.157750
100 H -14.035641 2.274120 4.003961
101 H 7.110538 9.353345 -5.978082
102 H 4.828105 -5.147048 1.834923
103 H -0.435921 -9.018374 1.532036
104 H 10.831202 9.555622 -6.128589
105 H 3.486324 -7.230524 1.680010
106 H -3.004507 -8.772206 1.450289
107 H 7.726109 -8.486088 0.557689
108 H 2.613184 4.011959 -5.058763
109 H 3.186747 -9.264523 3.063384
110 H 5.529431 -4.355871 0.369548
111 H -5.030124 -1.354643 2.752791
112 H -7.396312 2.895511 -4.131821
113 H 4.217071 3.913009 -5.204418
114 H 5.979889 9.257948 -4.661582
115 H -1.851744 -10.275281 -0.317940
116 H 5.161949 -9.558095 2.071622
117 H 7.840698 -10.012064 1.417540
118 H 7.281268 6.391331 -0.224543
119 H -5.307678 0.431995 -7.745885
120 H 4.469549 7.718174 -6.096174
121 H -5.422930 8.104307 5.126780
122 H 1.617469 -13.718368 4.908286
123 H -11.998901 1.658225 2.275883
124 H 3.560556 4.765699 -3.795790
125 H 11.281570 7.496773 -7.439023
126 H 6.000725 6.348995 -6.863992
127 H 1.824127 -6.832054 1.369408
128 H -8.902377 3.254363 -4.379216
129 H 5.287402 7.552227 0.351700
130 H 5.014401 -8.416954 0.929243
131 H -11.431060 2.624323 3.522858
132 H 8.925930 6.557771 -7.860490
133 H -9.601892 4.336294 -6.627134
134 H 1.760189 -13.659435 3.197856
135 H 5.518882 6.127484 -2.695616
136 H 4.464371 7.293453 -4.421849
137 H 6.444454 4.963085 -0.936495
138 H 4.348690 6.329915 -0.634254
139 H -12.522420 -0.301484 3.646442
140 H -0.539278 -7.629184 0.612384
141 H -8.073067 4.832911 -7.249315
142 H -2.944937 -7.564007 0.219222
143 H -15.666481 -1.044071 5.011050
144 H -11.284422 1.422805 5.840505
145 H -10.901415 -0.293231 5.378707
146 H 9.586128 7.888379 -5.163835
147 H -4.058506 8.692192 2.430381
148 H 8.246586 7.382607 -2.894271
149 H 8.449004 -9.928631 -0.109881
150 H -9.148993 3.424651 -7.858702
151 H -4.096134 4.842432 4.433023
152 H -6.086115 -1.399807 1.332535
153 H 3.019370 -4.483560 0.350228
154 H -14.940374 -0.757445 6.488345
155 H 0.300503 -12.887818 4.021538
156 H 2.549968 6.408450 -5.563823
157 H -1.612041 -8.920156 -1.286930
158 H -6.160291 1.871892 -5.885519
159 H -3.926611 -9.120307 0.109819
160 H -5.268421 1.140456 -9.268610
161 H -5.947288 3.544523 -6.305845
162 H 5.117045 5.916591 0.910480
163 H 5.918749 -9.571894 -0.899797
164 H 8.297954 8.234734 -7.581627
165 H 3.349351 -11.067438 0.478971
166 H 6.177607 -11.023374 0.003060
167 H -7.754069 4.431845 -4.821886
168 H -2.164598 -1.226984 1.279068
169 H 2.015507 -11.616101 2.145477
170 H 3.839342 -7.007458 -0.975442
171 H 8.976924 9.834864 -3.969940
172 H -5.553227 9.599804 4.092922
173 H -13.993372 -1.243171 5.097475
174 H 9.732623 10.074753 -7.472161
175 H 1.458922 -8.710862 2.922409
176 H -5.193912 6.036998 2.570392
177 H 2.284727 -6.350478 -1.065428
178 H 5.572074 -6.145454 0.596362
179 H 7.901009 5.642378 -3.236628
180 H -2.230731 0.454748 1.131166
181 H -5.598997 7.294517 1.727648
182 H 7.649001 11.882193 -3.016414
183 H -4.152964 9.265818 4.973755
184 H -2.256533 7.984757 3.762894
185 H 9.428771 6.214861 -5.697652
186 H -10.602888 1.415017 2.920247
187 H -8.468749 1.962858 -6.052027
188 H 7.547077 9.807503 -2.917312
189 H 6.726366 11.849114 -4.365466

Atomic forces in eV per Å
-3.449 0.975 -1.360
-1.473 -1.959 4.031
-2.144 6.676 -8.972
8.201 -3.298 3.301
0.634 -1.070 -1.143
0.937 0.484 -1.295
0.268 0.416 -0.797
0.248 -0.542 0.837
0.015 0.032 0.551
-0.486 -0.292 -0.249
1.077 -0.560 0.425
-0.833 1.002 -0.586
-2.279 0.489 2.529
1.869 -0.644 -1.578
1.708 -1.768 -0.211
0.265 0.550 0.876
-0.605 -0.385 -0.321
-0.681 -0.205 -2.822
-0.542 -1.082 -2.866
2.807 1.877 -1.388
0.191 -0.807 1.391
-0.081 -0.544 1.779
0.057 -1.943 -0.387
-0.258 -0.881 -0.617
-0.189 -0.017 -0.358
-3.159 4.238 -2.362
0.875 -6.108 5.292
-1.117 -1.019 0.524
0.642 0.464 -0.147
-0.739 1.515 -1.255
2.258 0.707 -0.387
-1.053 0.417 -0.449
-0.703 0.802 1.027
-0.233 0.449 -0.470
1.364 1.288 1.082
0.793 -1.165 -0.779
0.655 -0.874 -0.408
0.025 0.655 -0.510
-0.819 -1.317 -0.073
0.769 0.594 -0.838
-0.040 -2.176 -0.151
0.461 0.687 -0.553
-1.242 2.260 0.650
-0.033 -1.705 0.662
1.231 1.732 1.191
0.100 2.007 -0.771
0.734 1.010 0.290
-0.069 0.740 -1.660
0.129 -1.020 -0.499
-0.690 -1.246 -1.035
-0.240 -0.898 1.704
0.484 -0.373 -0.338
-0.510 -0.371 -0.223
0.413 0.248 1.367
-1.384 -0.337 0.048
1.374 -0.349 -1.293
0.988 1.617 0.268
-1.110 -0.267 -0.524
-1.317 -0.412 0.782
-0.062 0.494 1.533
-2.760 1.257 1.431
0.223 0.069 -0.137
-0.811 -0.884 1.052
-0.910 -0.437 -0.101
-0.830 1.101 -0.900
-0.457 -0.661 1.280
-0.804 0.217 -1.123
-1.208 -0.544 -0.031
0.532 0.091 -0.965
-0.878 -0.138 1.931
0.302 0.119 2.103
0.542 1.200 1.219
0.396 -0.525 0.049
-0.493 -0.118 0.632
-0.768 -0.364 -0.120
0.209 0.064 0.146
0.681 -0.403 0.146
0.022 -0.266 0.026
0.187 0.486 -0.240
-0.145 -0.628 0.527
-0.181 -0.202 0.750
-0.473 0.672 0.330
-0.077 -0.007 -0.041
-0.046 -0.024 0.010
0.014 -0.716 0.603
-0.436 -0.575 0.207
0.562 -0.183 -0.517
-0.091 -0.064 0.379
0.541 0.532 0.038
-0.194 0.204 -0.298
-0.505 -1.340 -0.973
-0.188 -0.262 -0.562
0.057 -0.337 -0.269
0.480 0.009 -0.074
-0.087 0.417 0.797
0.348 0.197 0.041
0.469 0.367 -0.077
-0.434 -0.036 0.803
0.161 -0.450 -0.139
0.902 0.357 0.318
0.196 0.116 -0.070
-0.004 0.202 -0.088
-0.564 -0.454 0.172
-0.212 -0.133 -0.027
0.127 0.404 -0.004
0.437 -0.050 0.213
-0.004 0.094 0.045
-0.550 0.390 0.150
-0.138 0.263 0.175
0.780 -0.161 0.736
0.042 0.075 0.084
1.000 0.190 0.323
0.716 0.250 0.231
-0.097 -0.145 -0.017
0.528 -0.289 0.454
-0.258 -1.093 0.120
-0.214 0.242 0.439
0.621 -0.220 -0.647
-0.539 0.307 0.798
-0.275 0.182 0.063
-0.077 -0.020 -0.190
-0.281 0.082 0.132
-0.587 0.546 -0.369
0.051 0.393 -0.078
-0.122 -0.342 -0.072
0.832 0.690 -0.172
-0.075 0.509 0.148
-0.626 0.749 0.135
-0.047 0.062 -0.442
-0.558 0.269 -0.379
-0.680 0.347 0.525
-0.298 0.167 -0.073
-0.001 0.032 0.927
-0.377 0.196 -0.305
-0.398 0.404 -0.272
0.266 -0.266 0.228
0.190 0.134 -0.196
-0.419 0.379 0.364
1.375 0.181 -0.880
0.298 0.252 -0.627
0.259 -0.398 -0.523
-0.742 0.089 -0.100
-0.414 0.860 -0.717
0.385 -0.009 -0.044
0.008 0.131 0.495
0.264 0.165 -0.307
0.287 -0.354 -0.058
0.564 -0.347 0.512
-0.696 -0.149 -0.960
1.002 0.218 -0.719
-0.363 0.544 -0.246
0.061 -0.123 -0.148
-0.012 0.072 0.195
0.381 0.200 0.132
0.069 -0.376 -0.200
-0.165 -0.063 -0.529
-0.272 0.403 -0.190
0.118 -0.330 -0.097
0.125 0.314 -0.766
-0.943 0.432 -0.225
0.216 0.368 -0.043
-0.016 -0.124 -0.102
-0.066 0.072 -0.145
-0.085 -0.117 -0.422
0.350 -0.028 0.577
-0.393 -0.211 0.004
0.113 0.410 0.829
-0.529 -0.555 0.278
0.666 0.415 -0.731
0.091 -0.857 0.290
-0.027 -0.499 -0.123
-0.425 -0.384 -0.265
0.666 0.600 -0.067
-0.570 -0.005 0.626
-0.073 -0.163 1.817
1.293 -0.646 0.223
-0.565 -0.278 0.407
0.212 0.086 -0.225
0.206 0.067 0.027
-0.218 0.335 -0.693
-0.374 0.423 -0.281
1.040 0.419 -0.016
0.233 -0.243 0.015
0.257 -0.284 0.305
0.072 -0.035 0.438
0.772 -0.696 0.340
-0.390 0.111 -0.543
0.170 -0.697 -0.011
-0.492 -0.684 -0.287